The following is a DFT calculation (the ωB97M-V functional and the def2-TZVPD basis) of a 2-piece molecular cluster, C3H11NO overall.

Last column: Löwdin charge in e.
Atoms and positions in Å:
C: -2.727 -1.637 -0.450  -0.537
O: -1.708 -0.931 -0.102  -0.427
H: -3.504 -1.352 0.379  0.054
H: -3.006 -1.539 -1.493  0.024
H: -2.675 -2.732 -0.225  0.021
C: 1.531 1.011 -1.069  -0.136
C: 1.678 1.200 0.483  -0.415
N: 0.755 0.159 1.193  0.075
H: 0.994 0.034 -1.358  0.091
H: 0.794 1.662 -1.532  0.048
H: 2.474 1.318 -1.548  0.049
H: 2.600 0.891 1.024  0.009
H: 1.483 2.197 0.821  0.030
H: 1.091 -0.786 1.348  0.052
H: -0.054 -0.114 0.626  0.048
H: 0.274 0.619 1.903  0.013

Atomic forces in eV per Å
-2.137 -0.935 2.667
4.458 2.067 0.432
-0.810 -0.416 -1.716
-0.960 0.107 -0.689
0.272 -0.441 -0.421
-0.681 -0.466 0.427
-0.419 -2.931 -0.146
-0.616 0.989 -3.457
1.814 0.888 0.471
-0.192 0.718 0.667
-0.120 -0.918 -0.070
0.471 0.363 -1.152
-0.656 0.379 0.277
1.307 -0.184 0.966
-1.078 0.010 -1.182
-0.654 0.769 2.927

Output
**Total charge**: -1
**Energy above the lowest of the compared OMol25 structures with the same formula, charge and spin**: 305.77 kJ/mol
**⟨S²⟩**: 0.75
**HOMO energy (alpha / beta)**: 0.282 / -2.758 eV
**HOMO-LUMO gap (alpha / beta)**: 3.81 / 6.76 eV
**Spin multiplicity**: 2


The following is a DFT calculation (the ωB97M-V functional and the def2-TZVPD basis) of a 2-piece molecular cluster, C3H11NO overall.

Last column: Löwdin charge in e.
Atoms and positions in Å:
C: 1.323 -0.170 1.833  -0.156
O: 2.516 0.637 1.910  -0.118
H: 1.044 -1.100 2.467  0.106
H: 1.364 -0.554 0.823  0.045
H: 0.573 0.584 2.020  0.072
C: -0.896 0.499 -2.393  -0.109
C: -0.893 -0.442 -1.051  -0.326
N: -2.199 -0.415 -0.399  -0.024
H: -0.739 1.554 -2.201  0.039
H: -1.967 0.475 -2.757  0.065
H: -0.229 0.073 -3.184  0.059
H: -0.064 -0.114 -0.434  0.044
H: -0.493 -1.387 -1.539  0.107
H: 3.371 0.245 1.927  0.055
H: -2.685 -1.278 -0.520  0.049
H: -2.112 -0.006 0.576  0.093

Atomic forces in eV per Å
0.724 -0.845 -0.148
-1.159 0.663 1.133
1.375 1.600 -0.175
-0.806 -0.068 -0.301
-0.546 -0.157 -0.353
-1.485 -1.298 0.562
0.924 0.885 -3.246
1.559 1.196 1.100
0.517 0.110 0.126
1.153 -0.247 0.129
-0.423 0.625 0.693
-0.307 0.148 0.309
-1.159 0.312 1.232
0.556 -1.223 0.004
-0.363 -0.306 0.657
-0.560 -1.394 -1.723

Output
**SMILES**: CCN.CO
**Energy above the lowest of the compared OMol25 structures with the same formula, charge and spin**: 205.39 kJ/mol
**HOMO energy**: -9.006 eV
**HOMO-LUMO gap**: 9.89 eV
**Spin multiplicity**: 1


The following is a DFT calculation (the ωB97M-V functional and the def2-TZVPD basis) of a 2-piece molecular cluster, C3H11NO overall.

Last column: Löwdin charge in e.
Atoms and positions in Å:
C: -1.092 -1.969 0.461  -0.186
O: -0.977 -1.227 -0.726  -0.148
H: -1.989 -2.591 0.397  0.076
H: -1.139 -1.337 1.349  0.057
H: -0.263 -2.680 0.607  0.077
C: 0.304 1.597 -1.019  -0.127
N: 0.952 0.617 -0.139  -0.203
C: 0.767 0.896 1.280  -0.134
H: 0.702 1.497 -2.023  0.082
H: 0.393 2.659 -0.747  0.077
H: -0.762 1.367 -1.011  0.079
H: -0.163 -0.695 -0.709  0.011
H: 1.955 0.614 -0.312  0.112
H: -0.262 0.762 1.586  0.067
H: 1.366 0.198 1.864  0.084
H: 0.991 1.938 1.555  0.078

Atomic forces in eV per Å
0.277 -0.493 -0.058
-0.514 -0.267 -0.354
-0.037 0.279 0.029
-0.159 0.045 0.108
0.041 0.185 -0.080
-0.257 -0.038 0.187
0.714 0.702 -0.044
-0.131 0.231 0.129
-0.113 -0.153 -0.155
0.308 -0.161 0.334
-0.056 0.048 -0.257
0.166 -0.125 0.434
-0.270 -0.029 -0.102
-0.382 -0.230 -0.171
0.084 0.135 0.051
0.329 -0.129 -0.052

Output
**SMILES**: CNC.CO
**Energy above the lowest of the compared OMol25 structures with the same formula, charge and spin**: 101.57 kJ/mol
**HOMO energy**: -9.467 eV
**HOMO-LUMO gap**: 10.46 eV
**Spin multiplicity**: 1


The following is a DFT calculation (the ωB97M-V functional and the def2-TZVPD basis) of a 2-piece molecular cluster, C3H11NO overall.

Last column: Löwdin charge in e.
Atoms and positions in Å:
C: 0.072 -1.069 -1.297  -0.125
N: -0.448 -0.267 -0.145  -0.347
C: -0.495 -0.931 1.229  -0.089
C: -1.736 0.461 -0.426  -0.136
H: 0.943 -1.628 -0.927  0.063
H: -0.744 -1.869 -1.717  0.116
H: 0.380 -0.373 -2.142  0.086
H: -0.744 -0.193 1.977  0.064
H: 0.514 -1.298 1.398  0.068
H: -1.229 -1.737 1.215  0.074
H: -2.694 -0.010 -0.664  0.052
H: -2.006 1.162 0.506  0.108
H: -1.453 1.111 -1.366  0.100
H: 1.739 1.012 0.289  -0.027
H: 2.173 1.679 1.469  0.066
O: 2.401 1.656 0.493  -0.075

Atomic forces in eV per Å
-1.906 -0.572 0.018
-1.401 0.018 0.684
0.387 0.181 -2.706
1.710 2.842 0.000
-0.234 0.150 -0.338
1.841 1.740 0.856
-0.465 -0.881 1.069
-0.122 0.241 0.075
-0.048 -0.293 0.293
0.029 -0.216 0.339
0.372 -1.011 0.007
0.906 -1.325 -2.117
-0.894 -0.847 1.877
-0.928 -0.864 -1.204
0.926 0.539 -1.381
-0.172 0.299 2.528

Output
**SMILES**: CN(C)C.O
**Energy above the lowest of the compared OMol25 structures with the same formula, charge and spin**: 167.68 kJ/mol
**HOMO energy**: -8.737 eV
**HOMO-LUMO gap**: 9.53 eV
**Spin multiplicity**: 1